# 1
{
  "formula": "C2H8N2O4P",
  "method": "ωB97M-V with the def2-TZVPD basis set",
  "max_force_ev_per_a": 2.93,
  "gap_ev": [7.7, 7.7],
  "charge": -1,
  "homo_ha": [-0.1456, -0.1455],
  "elements": ["C", "C", "N", "N", "O", "O", "O", "O", "P", "H", "H", "H", "H", "H", "H", "H", "H"],
  "positions_angstrom": [[-0.500, -0.168, 0.391], [0.735, 0.741, 0.356], [-0.496, -1.347, 1.048], [1.562, 0.199, -0.766], [-2.729, -1.216, -0.777], [-0.581, -0.525, -2.205], [-2.199, 1.246, -1.235], [0.282, 2.064, 0.157], [-1.748, -0.138, -0.945], [-1.634, 1.233, 1.513], [1.370, 0.763, 1.306], [-1.042, -2.059, 0.660], [0.428, -1.557, 1.374], [0.986, -0.078, -1.533], [-0.738, 0.426, -2.459], [2.282, 0.831, -1.070], [-0.633, 2.090, 0.418]],
  "nbo_charge": [-0.0770, 0.1734, -0.7861, -0.8872, -1.1478, -1.0278, -1.1574, -0.7741, 2.3043, -0.3049, 0.1474, 0.4105, 0.3680, 0.3994, 0.4890, 0.3554, 0.5149]
}


# 2
{
  "formula": "C9H8N2O4",
  "method": "ωB97M-V with the def2-TZVPD basis set",
  "max_force_ev_per_a": 4.74,
  "gap_ev": 9.7,
  "charge": 0,
  "homo_ha": -0.3691,
  "elements": ["C", "C", "C", "C", "C", "C", "C", "C", "C", "N", "O", "O", "N", "O", "O", "H", "H", "H", "H", "H", "H", "H", "H"],
  "positions_angstrom": [[-2.755, -0.018, -0.679], [-1.618, 0.190, -1.335], [-0.382, 0.885, -0.770], [0.459, -0.125, 0.182], [-0.231, -1.213, 0.648], [0.378, -1.983, 1.605], [1.723, -1.816, 1.828], [2.456, -0.775, 1.243], [1.770, 0.107, 0.366], [-0.789, 2.161, -0.067], [-1.108, 3.012, -0.867], [-0.733, 2.306, 1.123], [0.512, 1.267, -1.955], [1.313, 2.146, -1.712], [0.391, 0.607, -2.962], [-3.636, -0.501, -1.091], [-3.013, 0.533, 0.130], [-1.174, -0.430, -2.193], [-1.299, -1.475, 0.474], [-0.295, -2.740, 2.076], [2.217, -2.381, 2.504], [3.520, -0.790, 1.432], [2.296, 1.032, 0.017]],
  "nbo_charge": [-0.3626, -0.2062, 0.0935, -0.0592, -0.2020, -0.1920, -0.1985, -0.1804, -0.2077, 0.5268, -0.3566, -0.3311, 0.5467, -0.3478, -0.3431, 0.2204, 0.1938, 0.2607, 0.2414, 0.2212, 0.2075, 0.2231, 0.2518]
}


# 3
{
  "formula": "C2H4NO2",
  "method": "ωB97M-V with the def2-TZVPD basis set",
  "max_force_ev_per_a": 3.22,
  "gap_ev": 11.8,
  "charge": 1,
  "homo_ha": -0.6368,
  "elements": ["C", "C", "N", "O", "O", "H", "H", "H", "H"],
  "positions_angstrom": [[1.633, -0.357, 0.076], [-0.773, -0.311, -0.172], [-1.435, 0.772, -0.004], [-0.663, -1.468, -0.177], [0.794, 0.501, -0.190], [2.672, -0.148, 0.235], [1.254, -1.354, 0.017], [-2.424, 0.596, 0.324], [-1.058, 1.770, -0.110]],
  "nbo_charge": [0.3792, 0.9305, -0.7929, -0.4261, -0.4492, 0.2094, 0.1890, 0.4669, 0.4932]
}


# 4
{
  "formula": "C30H49AsF6KN4S",
  "method": "ωB97M-V with the def2-TZVPD basis set",
  "max_force_ev_per_a": 0.60,
  "s_squared": 0.780,
  "gap_ev": [8.2, 5.9],
  "charge": 0,
  "multiplicity": 2,
  "homo_ha": [-0.3047, -0.3057],
  "elements": ["K", "C", "C", "C", "C", "C", "C", "C", "C", "C", "C", "C", "C", "N", "C", "C", "C", "C", "C", "N", "C", "C", "C", "C", "H", "H", "H", "H", "H", "H", "H", "H", "H", "H", "H", "H", "H", "H", "H", "H", "H", "H", "H", "H", "H", "H", "H", "H", "H", "H", "H", "H", "H", "F", "As", "F", "F", "F", "F", "F", "C", "C", "C", "C", "N", "C", "S", "N", "C", "C", "C", "C", "H", "H", "H", "H", "H", "H", "H", "H", "H", "H", "H", "H", "H", "H", "H", "H", "H", "H", "H", "H"],
  "positions_angstrom": [[1.244, -3.009, -0.723], [-0.419, 4.477, -1.656], [0.951, 3.959, -2.094], [1.683, 4.991, -2.953], [1.753, 3.538, -0.880], [2.351, 4.495, -0.076], [3.034, 4.125, 1.070], [3.103, 2.791, 1.424], [2.518, 1.787, 0.653], [2.604, 0.360, 1.160], [3.983, -0.242, 0.853], [2.350, 0.246, 2.663], [1.866, 2.181, -0.526], [1.145, 1.301, -1.373], [1.643, 0.194, -1.773], [0.901, -0.605, -2.711], [-0.280, -0.183, -3.436], [-0.575, -1.209, -4.263], [0.419, -2.237, -4.007], [1.295, -1.846, -3.076], [0.480, -3.599, -4.639], [-0.322, -3.618, -5.942], [1.935, -3.979, -4.924], [-0.140, -4.620, -3.669], [-1.015, 4.771, -2.521], [-0.315, 5.350, -1.007], [-0.979, 3.715, -1.104], [0.789, 3.077, -2.712], [1.793, 5.947, -2.439], [1.120, 5.180, -3.868], [2.678, 4.643, -3.229], [2.277, 5.541, -0.342], [3.495, 4.877, 1.697], [3.614, 2.516, 2.336], [1.823, -0.230, 0.667], [4.758, 0.358, 1.336], [4.222, -0.249, -0.212], [4.054, -1.262, 1.234], [3.142, 0.720, 3.244], [2.319, -0.800, 2.951], [1.402, 0.707, 2.955], [2.628, -0.163, -1.472], [-0.786, 0.757, -3.304], [-1.386, -1.281, -4.967], [0.027, -2.852, -6.636], [-1.386, -3.462, -5.762], [-0.210, -4.588, -6.428], [2.389, -3.288, -5.636], [1.975, -4.983, -5.350], [2.534, -3.964, -4.015], [-1.140, -4.320, -3.350], [0.474, -4.790, -2.783], [-0.226, -5.584, -4.173], [1.044, -2.758, 1.648], [1.761, -4.292, 2.171], [0.247, -4.733, 2.865], [2.276, -3.527, 3.626], [2.486, -5.773, 2.631], [3.213, -3.772, 1.330], [1.251, -4.998, 0.635], [-3.670, 4.136, 3.197], [-2.304, 3.628, 2.760], [-2.397, 2.430, 1.825], [-1.021, 1.926, 1.411], [-1.090, 0.788, 0.511], [-1.306, -0.494, 0.854], [-1.562, -1.659, -0.362], [-1.365, -0.767, 2.155], [-1.570, -2.075, 2.763], [-2.785, -2.066, 3.677], [-4.090, -1.836, 2.927], [-5.295, -1.774, 3.853], [-3.586, 4.994, 3.864], [-4.227, 3.358, 3.723], [-4.267, 4.440, 2.336], [-1.710, 3.355, 3.639], [-1.748, 4.430, 2.264], [-2.961, 2.695, 0.926], [-2.960, 1.621, 2.303], [-0.418, 1.691, 2.297], [-0.464, 2.714, 0.897], [-0.900, 0.952, -0.470], [-1.271, 0.006, 2.797], [-0.663, -2.360, 3.294], [-1.702, -2.787, 1.950], [-2.661, -1.301, 4.454], [-2.822, -3.021, 4.209], [-4.220, -2.632, 2.189], [-4.019, -0.910, 2.348], [-5.403, -2.699, 4.422], [-6.220, -1.615, 3.298], [-5.196, -0.958, 4.573]],
  "mulliken_spin": [-0.0018, 0.0013, -0.0001, 0.0019, 0.0259, -0.0189, 0.0289, -0.0245, 0.0287, 0.0066, 0.0029, 0.0028, -0.0009, 0.1907, 0.0844, 0.2605, 0.0484, 0.1088, 0.1712, -0.1028, 0.0905, 0.0219, 0.0331, 0.0339, 0.0001, 0.0001, -0.0002, -0.0009, 0.0001, 0.0001, -0.0005, 0.0002, 0.0015, 0.0010, -0.0010, -0.0002, -0.0008, 0.0006, 0.0000, 0.0001, -0.0011, 0.0073, -0.0051, -0.0049, -0.0054, -0.0009, 0.0016, -0.0053, 0.0016, 0.0010, -0.0032, -0.0079, 0.0060, -0.0004, 0.0000, 0.0000, 0.0000, 0.0000, 0.0000, -0.0003, 0.0000, -0.0001, 0.0005, 0.0012, 0.0054, 0.0027, 0.0196, -0.0015, -0.0002, -0.0002, 0.0003, 0.0002, 0.0000, 0.0000, 0.0000, 0.0000, 0.0000, 0.0002, 0.0001, -0.0003, -0.0003, -0.0045, 0.0001, 0.0000, 0.0007, 0.0001, 0.0000, -0.0002, -0.0002, 0.0000, 0.0000, 0.0000]
}


# 5
{
  "formula": "C2H3ClN2O",
  "method": "ωB97M-V with the def2-TZVPD basis set",
  "max_force_ev_per_a": 11.93,
  "s_squared": 2.011,
  "gap_ev": [7.1, 6.8],
  "charge": 0,
  "multiplicity": 3,
  "homo_ha": [-0.2537, -0.3958],
  "elements": ["C", "C", "N", "N", "O", "Cl", "H", "H", "H"],
  "positions_angstrom": [[-2.154, -0.594, -0.018], [0.355, 1.155, -0.002], [-0.963, -0.681, 0.071], [0.222, -0.099, 0.085], [-3.288, -0.810, -0.067], [3.093, -1.342, -0.028], [1.367, 1.525, 0.018], [-0.467, 1.862, -0.097], [1.836, -1.015, 0.038]],
  "nbo_charge": [0.7821, -0.1634, -0.2249, -0.2659, -0.4138, -0.3428, 0.1885, 0.1527, 0.2874]
}


So what do the calculations give for calculated total energy? Going down the list: -832.877025 -757.956454 -283.522993 -5224.868635 -722.739479 Ha.